53
Properties=species:S:1:pos:R:3 method="wB97M-V/def2-TZVPD" e_lumo_ev=-0.5 spin_multiplicity=1 total_energy_ha=-1608.1457 relative_energy_ev=0.000 gap_ha=0.291 smiles="NC(=O)C[C@H](NC(=O)c1ccccc1)c1ccc(NCc2ccc(F)c(F)c2)c([N+](=O)[O-])c1"
F 1.49070 -6.05507 3.58985
F 1.16241 -4.31987 5.69290
O 0.09925 3.60845 -2.26334
O -2.57682 0.08430 -2.04609
O 0.97324 3.29568 2.25521
O -3.46335 -0.98074 -0.40921
N -0.32611 3.78403 0.47682
N -2.54133 -0.32754 -0.90072
N -2.21277 -1.21010 1.84313
N 1.73167 2.02158 -2.12109
C 0.82798 3.43428 1.05771
C 0.86836 2.35473 -7.03012
C 2.08903 2.42979 -4.96483
C 0.46821 -4.14803 4.55724
C -0.38765 0.70077 -0.72883
C 1.87133 1.86080 -0.68148
C -0.96797 -3.77971 2.22872
C 1.97147 3.21936 0.06273
C -0.31476 2.57188 -6.34339
C -0.08627 -4.84029 2.32721
C 0.63379 -5.02615 3.49340
C 0.86091 2.81395 -2.79029
C 0.96783 0.48348 1.21479
C -1.39521 -0.06086 -0.12025
C -1.13560 -2.89424 3.28597
C -2.10925 -1.74082 3.17653
C -0.29866 2.72418 -4.96948
C 2.06881 2.29273 -6.34106
C -0.40944 -3.08487 4.45375
C 0.78370 0.99282 -0.07985
C -0.00611 -0.25049 1.83482
C 0.90151 2.64074 -4.27045
C -1.23830 -0.53318 1.20790
H 0.85791 2.24065 -8.10383
H -0.58199 1.05046 -1.73087
H 1.88873 0.68780 1.73776
H 0.17174 -0.62179 2.82943
H -3.04581 -1.40067 1.29379
H -0.38885 3.84234 -0.53560
H -1.82189 -0.94912 3.87762
H -0.51552 -2.41656 5.29436
H 2.21537 1.33283 -2.67540
H -1.21108 2.89952 -4.42013
H 3.03343 2.40541 -4.43886
H 0.05131 -5.53200 1.51173
H 2.99312 2.13871 -6.87807
H 2.82285 1.33365 -0.54265
H -3.10487 -2.09146 3.46344
H -1.53017 -3.64062 1.31859
H 1.96546 4.03030 -0.66339
H -1.14030 3.93788 1.04697
H -1.25025 2.62615 -6.87909
H 2.90375 3.26007 0.62526

---

57
Properties=species:S:1:pos:R:3 method="wB97M-V/def2-TZVPD" e_lumo_ev=4.5 spin_multiplicity=1 total_energy_ha=-2249.1432 relative_energy_ev=0.000 gap_ha=0.254 total_charge=-2
Te 0.82781 5.36792 6.40556
Pd -0.14903 0.36168 -0.08750
F 2.28825 5.33995 7.71510
F 2.06259 4.68924 4.97922
F -0.20685 6.49667 7.61825
F 1.63360 6.99159 5.94258
F -0.41136 5.88212 4.96888
O 1.85330 0.19840 -0.10029
O -1.69286 -3.71934 -1.94896
O -2.13944 0.45826 -0.01062
O -0.22213 -0.99666 -1.53167
N 0.74178 3.11749 2.86919
N -0.89360 -1.60519 -3.68573
N -0.03618 1.74182 1.37507
C 3.50240 2.52769 2.19958
C -0.62806 3.20129 2.94164
C -3.60015 -1.45108 -2.75959
C -1.52371 -3.61711 -0.53764
C 1.07555 2.21818 1.91708
C -0.54144 -3.83211 -2.67582
C 1.68506 -4.18757 -4.29908
C -0.16993 -2.79376 -3.54260
C 2.44515 1.87270 1.55472
C -5.27823 -0.90185 -1.14958
C -1.10430 2.33673 2.00891
C -2.60996 -0.83964 -2.00380
C 4.09434 0.62828 0.29730
C 1.31733 -5.19465 -3.42050
C 5.10818 1.28606 0.94829
C -1.16577 -0.74666 -2.49154
C -4.31742 -0.26790 -0.38575
C 2.72115 0.88516 0.56618
C 0.95400 -3.01151 -4.34489
C -2.96564 -0.20657 -0.78862
C -4.92812 -1.50058 -2.35488
C 4.82347 2.25326 1.91732
C 0.20180 -5.00187 -2.61740
H 2.55486 -4.30241 -4.93507
H -2.50747 -3.38343 -0.13405
H 1.88443 -6.11525 -3.35962
H -3.30077 -1.92399 -3.68598
H -0.41212 -1.03408 -4.36366
H 4.30029 -0.12408 -0.45409
H -1.16849 -4.56484 -0.11744
H 3.28372 3.27562 2.95343
H -4.57380 0.20993 0.55294
H -5.66988 -2.00420 -2.96370
H 6.13911 1.04975 0.70529
H -1.05857 0.27485 -2.90960
H 1.27112 -2.21048 -5.00475
H -0.83121 -2.80737 -0.30177
H -1.09493 3.88912 3.62411
H -0.12789 -5.77622 -1.93462
H 1.36032 3.63118 3.48884
H -2.10827 2.08527 1.71717
H -6.30682 -0.92661 -0.80313
H 5.61480 2.77678 2.43726

---

60
Properties=species:S:1:pos:R:3 method="wB97M-V/def2-TZVPD" e_lumo_ev="-4.6 / -4.6" spin_multiplicity=1 total_energy_ha=-7059.9396 relative_energy_ev=0.000 gap_ha="0.253 / 0.253" total_charge=+1
Os 0.65526 0.78199 0.90433
Se 0.25990 2.67086 -0.40681
Se 2.89704 0.75006 0.41337
S -4.15422 -5.02607 1.01381
F 0.33750 -3.59254 4.91673
O 0.97043 2.48706 3.56982
O -2.85483 0.61935 4.10801
O -2.24181 -3.86642 3.87373
O 4.23942 5.23333 -0.03900
O 0.09089 0.55566 2.77565
O 2.41860 1.47175 -2.52042
N -4.44864 -3.44440 0.93700
N -2.54781 -5.01280 1.00571
N -1.42872 0.34662 0.67121
N -2.56031 -1.63147 4.14740
N 0.62386 -1.33961 0.94390
N -0.92131 -0.21710 5.00251
C 1.66471 -2.15701 1.09848
C 1.79284 3.84184 -0.75016
C -0.09294 -1.31344 5.12410
C 3.75370 2.43993 -0.04396
C -1.73128 -0.96572 0.77468
C -3.26980 -2.84390 0.89757
C -3.75966 0.85718 0.67824
C -2.16766 -0.33101 4.40903
C -1.80769 -2.79928 4.24024
C -2.17960 -3.74518 0.95323
C 0.34797 1.46915 3.71227
C -3.05194 -1.41455 0.80261
C 0.28413 -4.10291 1.14171
C -4.08361 -0.47670 0.75111
C -0.47813 -2.54418 4.77998
C -0.61454 -1.88528 0.89511
C 3.19206 2.65869 -2.52695
C -0.33450 1.10885 5.02161
C 4.10212 4.54531 -1.26473
C -2.42184 1.23091 0.64405
C 3.16386 3.31479 -1.15170
C -0.81558 -3.26411 0.98235
C 1.53592 -3.53558 1.19735
H -1.14105 1.82617 5.16291
H -3.50216 -1.73319 3.79430
H 3.73787 5.20560 -2.05740
H 3.78692 3.01253 0.88221
H 3.75164 6.06013 -0.06481
H 2.44756 1.07264 -3.39563
H 2.80226 3.37099 -3.26362
H 4.76997 2.14173 -0.30554
H 0.36712 1.21268 5.84707
H -2.13972 2.27344 0.60756
H 1.88874 4.40365 0.17891
H -5.11087 -0.81452 0.78199
H 0.89376 -1.12809 5.52706
H 4.23385 2.44058 -2.78938
H 2.42169 -4.13923 1.33126
H 0.12971 -5.16861 1.24186
H -4.52183 1.62208 0.65845
H 5.09571 4.19453 -1.55573
H 2.64118 -1.69966 1.14774
H 1.41060 4.51386 -1.52154